2 unconnected molecules or ions with the total composition C19H31N2O6, computed with the ωB97M-V functional and the def2-TZVPD basis.

Geometry (Å):
C: -0.73 1.07 -2.16
C: 0.79 0.78 -2.44
N: 1.46 0.06 -1.37
C: 1.86 0.82 -0.19
C: 2.63 2.18 -0.50
C: 1.72 3.43 -0.68
O: 1.41 4.11 0.55
C: 2.96 -0.09 0.55
C: 2.88 -0.06 2.10
C: 3.42 1.28 2.74
C: 3.92 -1.15 2.60
N: 1.56 -0.45 2.67
O: 1.52 -1.71 2.99
C: 0.43 -0.22 1.72
C: 0.01 -1.47 0.90
C: -0.82 0.14 2.61
C: 0.73 1.06 0.87
H: -1.28 1.30 -3.10
H: -1.18 0.19 -1.66
H: -0.89 1.94 -1.49
H: 0.78 0.10 -3.32
H: 1.27 1.71 -2.80
H: 2.22 -0.50 -1.74
H: 3.47 2.36 0.20
H: 3.12 2.01 -1.49
H: 2.32 4.17 -1.28
H: 0.81 3.25 -1.27
H: 2.01 3.73 1.19
H: 2.83 -1.13 0.19
H: 3.95 0.29 0.22
H: 3.01 2.19 2.25
H: 4.52 1.34 2.71
H: 3.12 1.26 3.81
H: 4.92 -0.71 2.36
H: 3.85 -2.08 2.02
H: 3.90 -1.28 3.69
H: -0.52 -2.24 1.48
H: -0.69 -1.11 0.11
H: 0.85 -1.93 0.34
H: -1.71 0.31 1.98
H: -1.00 -0.74 3.26
H: -0.59 1.00 3.28
H: 1.04 1.84 1.59
H: -0.24 1.39 0.46
C: -3.61 -2.68 -1.14
C: -4.37 -3.41 -1.96
C: -5.49 -2.81 -2.74
O: -6.14 -3.51 -3.49
C: -5.76 -1.38 -2.56
C: -5.01 -0.65 -1.74
C: -3.87 -1.25 -0.98
O: -3.20 -0.54 -0.26
O: -5.23 0.66 -1.56
O: -4.16 -4.73 -2.12
H: -2.80 -3.10 -0.57
H: -6.59 -0.96 -3.12
H: -4.55 0.96 -0.93
H: -4.84 -5.02 -2.76

The value obtained for the highest occupied orbital energy (spin up / spin down) is -8.66 / -8.90 eV. As for the spin multiplicity: 2. Its lowest unoccupied orbital energy (spin up / spin down) is -1.63 / -1.63 eV. The calculation puts the HOMO-LUMO gap (spin up / spin down) at 0.2584 / 0.2670 hartree. Its expectation value of S² is 0.75.

***

A molecular structure, C19H31N2O6Ru, computed with the ωB97M-V functional and the def2-TZVPD basis.

Geometry (Å):
Ru: 0.36 1.19 1.33
O: -1.53 -2.57 1.64
C: -0.96 -1.46 1.28
O: -0.22 -0.80 2.00
C: -1.32 -1.02 -0.11
O: -0.50 0.10 -0.44
C: 0.08 0.08 -1.70
C: 1.69 -2.84 -1.22
O: 2.29 -2.83 -2.20
O: 1.11 -2.83 -0.22
H: -1.30 -2.82 2.55
H: -2.38 -0.73 -0.15
H: -1.17 -1.84 -0.81
H: 0.66 0.97 -1.90
H: -0.43 -0.49 -2.46
C: -2.47 2.80 -1.15
C: -2.63 2.61 0.35
C: -3.54 3.70 0.93
C: -1.33 2.65 1.13
C: -1.28 2.16 2.44
C: -0.07 2.18 3.19
C: 1.10 2.78 2.69
C: 2.36 2.86 3.50
C: 1.06 3.27 1.36
C: -0.11 3.17 0.58
H: -3.44 2.67 -1.64
H: -1.77 2.09 -1.60
H: -2.13 3.81 -1.39
H: -3.09 1.64 0.55
H: -3.10 4.69 0.80
H: -3.73 3.55 2.00
H: -4.50 3.69 0.41
H: -2.15 1.67 2.85
H: -0.05 1.70 4.16
H: 3.23 2.66 2.88
H: 2.34 2.19 4.35
H: 2.45 3.88 3.89
H: 1.97 3.62 0.90
H: -0.07 3.45 -0.46
C: 2.52 -0.76 3.25
N: 3.04 -1.22 1.98
C: 3.56 -2.59 2.01
C: 3.05 -0.45 0.88
O: 2.22 0.50 0.69
N: 3.98 -0.66 -0.08
C: 3.87 0.04 -1.35
C: 5.34 -1.09 0.25
H: 3.29 -0.84 4.01
H: 1.66 -1.36 3.56
H: 2.22 0.28 3.17
H: 2.81 -3.23 2.46
H: 4.47 -2.66 2.61
H: 3.77 -2.95 1.01
H: 2.83 0.09 -1.67
H: 4.43 -0.53 -2.10
H: 4.28 1.05 -1.29
H: 5.48 -1.15 1.32
H: 6.04 -0.35 -0.14
H: 5.58 -2.05 -0.21

As for the charge: +2. The energy above the lowest of the compared OMol25 structures with the same formula, charge and spin is 0.000 eV. The value obtained for the highest occupied orbital energy (spin up / spin down) is -14.61 / -14.99 eV. As for the spin multiplicity: 2. Its lowest unoccupied orbital energy (spin up / spin down) is -6.37 / -6.39 eV. The calculation puts the HOMO-LUMO gap (spin up / spin down) at 0.3030 / 0.3162 hartree. Its expectation value of S² is 0.75.

***

A molecular structure, C19H31N2OOs, computed with the ωB97M-V functional and the def2-TZVPD basis.

Geometry (Å):
C: -0.50 0.84 -5.18
C: 0.09 2.19 -5.06
C: 0.34 -0.28 -5.63
C: -1.96 0.68 -5.12
H: 0.38 -0.30 -6.73
H: -0.06 -1.26 -5.31
H: 1.38 -0.20 -5.27
H: 0.07 2.69 -6.05
H: 1.14 2.16 -4.75
H: -0.47 2.83 -4.37
H: -2.39 0.86 -6.11
H: -2.43 1.40 -4.44
H: -2.26 -0.33 -4.82
C: 2.06 -0.01 0.61
C: 2.19 -0.82 -0.58
C: 2.00 0.13 -1.67
H: 2.56 -1.83 -0.60
C: 1.84 1.46 -1.12
C: 1.89 1.38 0.28
H: 1.81 2.19 1.02
H: 2.33 -0.40 1.57
H: 2.22 -0.12 -2.70
H: 1.76 2.38 -1.70
C: -2.19 -0.93 0.09
C: -1.16 -1.85 0.49
C: -0.45 -2.29 -0.69
H: -1.05 -2.31 1.48
C: -1.08 -1.59 -1.81
C: -2.15 -0.78 -1.31
H: -2.86 -0.19 -1.90
H: -2.95 -0.48 0.73
H: 0.22 -3.13 -0.74
H: -0.92 -1.84 -2.86
Os: 0.20 -0.45 -0.50
C: 2.63 -0.13 3.34
N: 1.27 -0.03 3.85
C: 1.30 -0.08 5.27
C: 0.06 0.04 3.16
O: 0.06 0.04 1.91
N: -1.18 0.13 3.75
C: -1.45 0.10 5.16
C: -2.42 0.13 2.95
H: 3.46 -0.11 4.10
H: 2.95 0.84 2.81
H: 2.84 -1.18 2.99
H: 0.90 0.87 5.66
H: 0.78 -1.00 5.60
H: 2.33 -0.15 5.58
H: -2.02 1.01 5.31
H: -2.14 -0.75 5.30
H: -0.54 0.03 5.74
H: -2.48 0.93 2.18
H: -2.67 -0.83 2.47
H: -3.27 0.34 3.62

As for the charge: +1. The energy above the lowest of the compared OMol25 structures with the same formula, charge and spin is 2.064 eV. The value obtained for the highest occupied orbital energy (spin up / spin down) is -8.64 / -11.56 eV. As for the spin multiplicity: 5. Its lowest unoccupied orbital energy (spin up / spin down) is -2.86 / -4.67 eV. The calculation puts the HOMO-LUMO gap (spin up / spin down) at 0.2125 / 0.2534 hartree. Its expectation value of S² is 6.02.

***

2 unconnected molecules or ions with the total composition C19H31N3O4P, computed with the ωB97M-V functional and the def2-TZVPD basis.

Geometry (Å):
C: -5.31 2.00 1.06
C: -5.49 0.90 0.27
C: -4.41 -0.12 -0.14
C: -4.64 -0.45 -1.64
N: -4.69 -0.73 -2.72
C: -4.66 -1.49 0.62
C: -3.69 -1.71 1.81
O: -4.17 -2.75 2.69
C: -3.12 -3.22 3.48
C: -2.00 -2.27 3.99
O: -3.08 -4.36 3.73
C: -2.93 0.41 -0.03
C: -2.07 -0.62 -0.76
N: -1.43 -1.31 -1.37
P: -2.66 2.04 -0.96
O: -1.88 2.92 -0.04
H: -4.62 2.81 0.74
H: -5.85 2.17 2.00
H: -6.53 0.68 -0.08
H: -5.69 -1.48 1.03
H: -4.61 -2.34 -0.09
H: -3.60 -0.75 2.36
H: -2.70 -2.02 1.40
H: -2.30 -1.20 4.03
H: -1.58 -2.63 4.95
H: -1.17 -2.35 3.25
H: -2.59 0.56 1.00
H: -1.90 1.73 -2.12
H: -3.89 2.61 -1.35
C: 5.58 -0.63 -1.58
C: 4.86 0.55 -0.89
C: 4.32 1.52 -1.96
C: 3.13 1.00 -2.75
C: 2.27 0.01 -1.97
C: 2.40 0.11 -0.44
N: 3.80 -0.06 -0.08
O: 4.02 -0.01 1.30
C: 1.61 -1.07 0.14
C: 1.74 1.41 0.05
C: 5.92 1.34 -0.11
H: 6.00 -1.31 -0.84
H: 6.40 -0.28 -2.22
H: 4.89 -1.20 -2.21
H: 4.03 2.46 -1.48
H: 5.12 1.79 -2.66
H: 2.51 1.86 -3.06
H: 3.47 0.53 -3.68
H: 1.22 0.12 -2.28
H: 2.55 -1.01 -2.28
H: 2.06 -2.03 -0.14
H: 0.58 -1.08 -0.24
H: 1.55 -1.04 1.23
H: 0.68 1.44 -0.25
H: 2.22 2.30 -0.35
H: 1.76 1.48 1.14
H: 6.70 1.71 -0.79
H: 6.42 0.72 0.64
H: 5.49 2.20 0.40

As for the charge: -1. The value obtained for the highest occupied orbital energy is -1.01 eV. Its lowest unoccupied orbital energy is 0.89 eV. The calculation puts the HOMO-LUMO gap at 0.0697 hartree.

***

| no. | calculated total energy (Ha) |
| --- | --- |
| 1 | -1303.399537 |
| 2 | -1397.910169 |
| 3 | -1017.429259 |
| 4 | -1548.953422 |